[1]
6 unconnected molecules or ions with the total composition C22H28Cl4F2O3, computed with ωB97M-V with the def2-TZVPD basis set.

Geometry as XYZ:
```
59
Properties=species:S:1:pos:R:3:forces:R:3
Cl 1.22245 -2.48237 0.00111 -0.6 0.1 -0.3
Cl -1.66974 -2.48072 0.10816 0.0 0.2 0.1
Cl -0.13706 0.01868 -0.20166 -0.3 -0.2 -0.1
Cl -0.35039 -1.89889 -2.37430 0.0 0.1 -0.1
F 0.99483 7.07850 0.49248 -0.1 0.0 0.2
F 3.88134 2.90233 -0.39094 -0.3 0.3 0.2
O -6.06817 -3.47957 -2.30392 -0.1 0.2 -0.3
O 5.69126 -3.64758 1.64127 -0.2 0.0 -0.3
O -3.62733 1.81952 2.17939 -0.1 0.1 0.3
C 3.74271 -0.76291 1.39918 -0.4 -0.3 1.0
C 4.08908 -5.09222 0.60217 -0.1 0.3 -0.2
C -1.01260 4.90506 2.56586 -0.2 0.4 0.4
C 3.23324 1.56892 1.46655 -0.4 0.7 0.7
C -6.21647 -1.95086 -4.11851 -0.1 0.9 -0.5
C -0.27911 -1.69723 -0.62959 0.9 -0.2 0.4
C 3.17900 0.32026 2.07676 0.8 0.1 -1.0
C -0.99207 3.75010 1.80849 0.0 -0.4 -0.8
C -3.70784 0.50884 0.20390 0.8 -0.1 -0.3
C 6.60755 -5.56746 0.55741 0.1 0.4 -0.7
C -3.98927 1.74491 1.03206 0.0 -0.9 -0.3
C 0.31717 5.99173 0.92763 -0.5 0.3 -0.3
C 4.32208 0.62162 -0.45187 0.5 0.1 0.1
C 4.38319 -0.61610 0.18426 -0.8 0.5 -0.7
C -0.39105 6.06175 2.11958 0.7 -0.2 -0.3
C -0.40796 3.75783 0.53943 0.1 0.3 0.9
C 3.81404 1.71050 0.22789 0.0 -0.8 -0.3
C -4.62728 2.89428 0.32659 0.4 0.6 -0.1
C -5.54056 -2.61014 -2.96462 -0.1 -0.8 1.0
C 0.25980 4.89639 0.09147 -0.1 -0.7 -0.1
C 5.48641 -4.63855 0.97884 0.3 -0.3 0.7
C -4.13347 -2.17420 -2.62689 0.0 0.1 -1.2
H -0.37633 6.97888 2.69086 0.0 0.0 0.1
H 7.59987 -5.15555 0.72780 -0.1 0.2 0.4
H 6.52874 -6.54307 1.03556 -0.2 0.0 -0.1
H 3.43586 -4.23314 0.43468 0.2 0.0 0.0
H 0.72154 4.91418 -0.88508 0.2 0.1 0.0
H -5.74867 -0.97464 -4.27450 0.0 -0.1 -0.3
H 2.80222 2.44314 1.94486 0.1 0.0 0.0
H 3.56983 -1.73398 1.84679 0.6 -0.1 0.0
H -6.11582 -2.54402 -5.02935 0.3 0.0 0.1
H -1.45433 2.81766 2.10857 -0.1 0.3 0.4
H -3.15291 0.80243 -0.69636 -0.3 0.2 -0.1
H -4.13740 -1.16560 -2.21259 0.0 -0.1 0.3
H 4.11054 -5.71277 -0.29236 -0.1 0.0 0.0
H -5.43120 3.32242 0.92125 -0.1 0.0 -0.1
H 4.67542 0.78991 -1.46225 0.2 -0.1 0.1
H -7.28479 -1.77856 -3.99784 0.0 -0.3 0.4
H -0.47205 2.83011 -0.01099 0.2 0.2 -0.4
H 6.52760 -5.68656 -0.52949 -0.1 -0.3 0.1
H 2.78539 0.19887 3.07389 -0.3 0.0 -0.1
H -3.57740 -2.07038 -3.56678 0.1 -0.1 0.1
H -4.58601 -0.04062 -0.13195 -0.2 0.2 0.2
H 3.64549 -5.66376 1.41877 0.2 -0.1 0.1
H -4.92384 2.68473 -0.69738 -0.2 -0.1 0.1
H -1.52182 4.96286 3.52029 0.0 -0.3 0.0
H -3.82267 3.63912 0.27452 -0.2 0.1 0.0
H -3.65384 -2.92587 -2.01352 0.0 0.2 0.3
H -3.01431 -0.16226 0.70497 -0.3 0.0 0.4
H 4.79713 -1.44599 -0.37055 0.0 -0.2 0.2
```
Positions in Å, forces in eV/Å.

Strongest force on any atom = 1.3 eV/A
Charge = 0
Electronic energy = -3121.27536 a.u.
HOMO level = -9.0 eV
Frontier orbital gap = 9.071 eV

=====

[2]
A molecular structure, C22H28ClN2O7W, computed with ωB97M-V with the def2-TZVPD basis set.

Geometry as XYZ:
```
61
Properties=species:S:1:pos:R:3:forces:R:3
W -0.12343 -0.07312 0.15404 0.0 -0.1 0.0
Cl -3.10410 -3.71647 -1.45297 0.0 0.0 0.0
O -0.86845 1.26974 -0.92546 0.0 0.2 0.0
O -1.39817 -1.46783 -0.61543 0.0 0.0 0.0
O -3.87705 -1.35968 0.97655 0.0 0.1 0.0
O -0.40037 -1.17225 -2.58768 0.0 0.0 0.0
O 1.21384 1.56452 0.91617 0.0 0.0 0.0
O 1.48862 -0.98371 -0.22222 0.0 -0.1 0.0
O 1.66862 1.27641 -1.97932 0.0 0.0 0.0
N -1.67091 0.62892 1.43851 -0.1 0.0 0.1
N -0.00682 -1.34218 1.87514 0.1 0.0 0.0
C -3.92700 3.05613 -0.18391 0.0 0.0 0.0
C -1.21355 -1.34357 2.70974 0.0 0.0 0.0
C -3.14125 3.65828 -2.37214 0.0 0.0 0.0
C 3.06722 -3.35770 2.03011 0.0 0.0 0.0
C 2.37644 -1.84743 0.27488 0.0 0.0 0.0
C -1.67776 0.08250 2.80143 0.0 0.0 0.0
C -2.63179 1.46352 1.18210 0.1 0.0 -0.1
C 1.75720 2.54460 -0.00509 0.0 0.0 0.0
C 2.56472 1.91977 -1.11294 0.0 0.0 0.0
C 4.22058 -3.64007 1.33991 0.0 0.0 0.0
C -1.26200 -1.68713 -1.91131 0.0 -0.1 0.1
C -2.82740 2.19225 -0.03033 0.0 0.0 0.0
C -1.90332 2.08568 -1.07478 -0.1 -0.1 0.1
C 2.30809 0.64981 -3.07668 0.0 0.0 0.0
C 4.44958 -3.03067 0.10052 0.0 0.0 0.0
C 3.53898 -2.14422 -0.43425 0.0 0.0 0.0
C 2.10386 1.27709 2.00542 0.0 0.0 0.0
C 2.12576 -2.45290 1.50960 0.0 0.0 0.0
C -4.08514 3.77743 -1.34062 0.0 0.0 0.0
C 0.90829 -2.19292 2.21487 0.0 0.0 0.0
C -2.28889 -2.59154 -2.55824 -0.1 0.1 0.0
C -2.05256 2.82351 -2.24908 0.0 0.0 0.0
H 2.80165 1.39262 -3.71073 0.0 0.0 0.0
H 2.35591 3.24668 0.57559 0.0 0.0 0.0
H 3.30433 1.21008 -0.71256 0.0 0.0 0.0
H -1.31791 2.71327 -3.03499 0.0 0.0 0.0
H 3.70057 -1.68514 -1.39914 0.0 0.0 0.0
H 0.90016 3.06568 -0.42803 0.0 0.0 0.0
H 3.05700 -0.07109 -2.73371 0.0 0.0 0.0
H 1.58850 0.59419 2.67371 0.0 0.0 0.0
H 2.86748 -3.83046 2.98420 0.0 0.0 0.0
H 4.94257 -4.33499 1.74430 0.0 0.0 0.0
H -3.27141 4.23024 -3.28130 0.0 0.0 0.0
H 5.35011 -3.26241 -0.45240 0.0 0.0 0.0
H -3.21986 -1.62332 0.31253 0.0 0.0 0.0
H 2.33913 2.20298 2.52983 0.0 0.0 0.0
H -1.81082 -3.16185 -3.34738 0.0 0.0 0.0
H 3.01987 0.80948 1.64048 0.0 0.0 0.0
H -4.93238 4.43759 -1.46019 0.0 0.0 0.0
H 0.73615 -2.78069 3.11444 0.0 0.0 0.0
H 1.53896 0.12549 -3.63496 0.0 0.0 0.0
H -2.67683 0.13737 3.23021 0.0 0.0 0.0
H -4.69403 -1.79136 0.70793 0.0 0.0 0.0
H 3.11784 2.71443 -1.63129 0.0 0.0 0.0
H -1.00540 -1.76144 3.69497 0.0 0.0 0.0
H -4.64574 3.14086 0.62206 0.0 0.0 0.0
H -0.99120 0.67174 3.41547 0.0 0.0 0.0
H -3.04993 -1.95069 -3.00337 0.0 0.0 0.0
H -3.35955 1.63966 1.96982 0.0 0.0 0.0
H -1.97699 -1.94568 2.21793 0.0 0.0 0.0
```
Positions in Å, forces in eV/Å.

Strongest force on any atom = 0.2 eV/A
Charge = +1
Electronic energy = -2018.49615 a.u.
HOMO level = -10.1 eV
Frontier orbital gap = 7.091 eV

=====

Q: strongest force on any atom of number 2 (C22H28ClN2O7W)?
A: 0.2 eV/A

=====

Q: Look up the strongest force on any atom of the first one.
A: 1.3 eV/A

=====

Q: Among the records above, which one has the highest electronic energy?
A: C22H28ClN2O7W